[1]
{"formula": "C6H12O", "method": "ωB97M-V/def2-TZVPD", "symbols": ["C", "C", "C", "C", "C", "C", "O", "H", "H", "H", "H", "H", "H", "H", "H", "H", "H", "H", "H"], "coordinates": [[0.22, -2.20, -0.28], [-0.65, -1.06, 0.24], [-0.07, 0.33, 0.03], [0.34, 0.63, -1.40], [-0.86, 1.46, 0.67], [0.40, 2.13, 1.24], [1.13, 0.46, 0.91], [1.23, -2.15, 0.15], [0.31, -2.19, -1.37], [-0.20, -3.17, 0.00], [-0.82, -1.18, 1.31], [-1.64, -1.08, -0.24], [1.13, -0.04, -1.75], [-0.52, 0.51, -2.07], [0.69, 1.67, -1.47], [-1.61, 1.07, 1.38], [-1.38, 2.09, -0.06], [0.38, 2.02, 2.34], [1.90, 0.71, 0.38]], "nbo_charge": [-0.615, -0.421, 0.300, -0.660, -0.535, -0.196, -0.633, 0.211, 0.203, 0.219, 0.215, 0.213, 0.211, 0.228, 0.240, 0.186, 0.208, 0.120, 0.506], "spin_multiplicity": 1, "homo_lumo_gap_ev": 8.43, "relative_energy_kcal_mol": 95.9, "e_homo_ev": -7.631, "e_tot_ha": -310.90651, "lumo_ev": 0.803}



[2]
{"formula": "C27H27BiF5N3S4", "method": "ωB97M-V/def2-TZVPD", "symbols": ["Bi", "C", "C", "S", "C", "C", "S", "C", "C", "S", "H", "H", "H", "H", "H", "H", "H", "H", "H", "H", "H", "H", "F", "C", "C", "F", "C", "F", "C", "S", "C", "F", "C", "F", "N", "C", "N", "C", "C", "C", "C", "C", "C", "H", "H", "H", "H", "H", "H", "C", "C", "C", "C", "C", "C", "C", "C", "N", "H", "H", "H", "H", "H", "H", "H", "H", "H"], "coordinates": [[-0.13, -0.35, 0.81], [-2.99, -3.71, 0.31], [-4.08, -2.78, 0.84], [-3.63, -1.03, 0.98], [-4.11, -0.70, 2.69], [-3.37, -1.48, 3.78], [-1.57, -1.33, 3.68], [-1.03, -3.06, 3.76], [-1.61, -4.04, 2.74], [-1.33, -3.59, 1.01], [-2.85, -3.55, -0.76], [-3.33, -4.75, 0.43], [-4.42, -3.11, 1.82], [-4.94, -2.84, 0.17], [-5.18, -0.87, 2.79], [-3.94, 0.37, 2.82], [-3.64, -2.54, 3.74], [-3.69, -1.11, 4.75], [-1.21, -3.43, 4.76], [0.06, -2.98, 3.64], [-2.69, -4.16, 2.88], [-1.16, -5.01, 2.91], [6.59, -0.65, -0.15], [5.45, -0.58, 0.54], [4.41, -1.45, 0.26], [4.54, -2.36, -0.71], [3.24, -1.36, 0.99], [2.25, -2.21, 0.66], [3.04, -0.42, 2.00], [1.55, -0.31, 2.91], [4.11, 0.43, 2.25], [4.02, 1.36, 3.20], [5.30, 0.36, 1.54], [6.30, 1.20, 1.81], [-0.19, -1.92, -3.86], [-0.66, -2.14, -2.60], [-1.02, -1.05, -1.98], [-0.77, -0.02, -2.90], [-0.95, 1.36, -2.78], [-0.58, 2.15, -3.85], [-0.05, 1.60, -5.02], [0.12, 0.24, -5.17], [-0.25, -0.55, -4.08], [0.13, -2.62, -4.50], [-0.69, -3.13, -2.17], [-1.34, 1.79, -1.87], [-0.69, 3.23, -3.77], [0.23, 2.26, -5.84], [0.53, -0.19, -6.07], [2.60, 1.61, -1.53], [1.81, 2.81, -1.10], [2.15, 4.08, -1.54], [1.42, 5.20, -1.17], [0.33, 5.04, -0.33], [-0.05, 3.79, 0.13], [-1.24, 3.62, 1.04], [0.69, 2.66, -0.25], [0.29, 1.42, 0.17], [3.43, 1.90, -2.17], [1.97, 0.89, -2.08], [3.00, 1.07, -0.67], [3.01, 4.19, -2.20], [1.71, 6.18, -1.52], [-0.25, 5.91, -0.03], [-1.76, 4.57, 1.19], [-0.93, 3.24, 2.02], [-1.95, 2.89, 0.64]], "nbo_charge": [1.561, -0.539, -0.550, 0.239, -0.540, -0.554, 0.239, -0.543, -0.542, 0.220, 0.233, 0.223, 0.212, 0.233, 0.223, 0.238, 0.211, 0.233, 0.225, 0.257, 0.211, 0.233, -0.286, 0.257, 0.271, -0.291, 0.295, -0.314, -0.267, -0.332, 0.312, -0.288, 0.309, -0.293, -0.546, 0.219, -0.495, 0.057, -0.186, -0.211, -0.201, -0.262, 0.149, 0.421, 0.200, 0.240, 0.225, 0.217, 0.217, -0.613, -0.077, -0.197, -0.262, -0.198, -0.078, -0.625, 0.212, -1.166, 0.211, 0.211, 0.204, 0.201, 0.207, 0.201, 0.210, 0.218, 0.207], "spin_multiplicity": 1, "homo_lumo_gap_ev": 6.52, "relative_energy_kcal_mol": 0.0, "e_homo_ev": -6.732, "e_tot_ha": -3515.97679, "lumo_ev": -0.215}



[3]
{"formula": "C5H13NO2", "method": "ωB97M-V/def2-TZVPD", "symbols": ["C", "C", "C", "N", "C", "C", "O", "H", "H", "H", "H", "H", "H", "H", "H", "H", "H", "H", "O", "H", "H"], "coordinates": [[0.97, 0.55, -1.75], [0.23, -0.33, -0.72], [-1.14, -0.86, -1.15], [0.13, 0.37, 0.59], [1.27, 0.48, 1.47], [-0.71, 1.49, 0.60], [-1.19, 1.99, -0.38], [0.97, -0.01, -2.70], [0.57, 1.55, -1.84], [2.02, 0.46, -1.48], [0.92, -1.18, -0.60], [-1.91, -0.15, -0.86], [-1.45, -1.87, -0.91], [-1.33, -0.82, -2.23], [0.96, 0.58, 2.52], [1.75, -0.50, 1.55], [1.96, 1.29, 1.24], [-0.97, 1.81, 1.62], [-1.35, -1.79, 1.61], [-0.47, -2.22, 1.58], [-1.22, -0.85, 1.82]], "nbo_charge": [-0.625, -0.037, -0.636, -0.490, -0.422, 0.536, -0.578, 0.212, 0.238, 0.199, 0.196, 0.230, 0.231, 0.212, 0.210, 0.209, 0.197, 0.115, -0.943, 0.466, 0.479], "spin_multiplicity": 1, "homo_lumo_gap_ev": 10.12, "relative_energy_kcal_mol": 39.8, "e_homo_ev": -9.484, "e_tot_ha": -403.51318, "lumo_ev": 0.641}



[4]
{"formula": "C5H13NO", "method": "ωB97M-V/def2-TZVPD", "symbols": ["C", "N", "C", "C", "C", "C", "H", "H", "H", "H", "H", "H", "H", "H", "H", "H", "H", "H", "H", "O"], "coordinates": [[-1.31, -0.19, -0.70], [-0.33, 0.44, 0.07], [1.10, 0.46, -0.50], [-0.31, 0.18, 1.52], [-1.78, -0.18, 1.72], [-2.37, -0.83, 0.29], [-0.96, -1.00, -1.41], [-1.80, 0.41, -1.52], [1.82, -0.29, -0.05], [1.60, 1.32, -0.17], [1.02, 0.38, -1.56], [-0.05, 1.06, 2.07], [0.36, -0.61, 1.78], [-2.49, 0.60, 2.09], [-1.95, -0.96, 2.56], [-2.10, -1.90, 0.28], [-3.46, -0.55, 0.27], [4.21, -0.20, -1.87], [4.77, 1.25, -2.32], [4.04, 0.61, -2.54]], "nbo_charge": [-0.209, -0.464, -0.574, -0.248, -0.400, -0.419, 0.159, 0.167, 0.158, 0.195, 0.207, 0.191, 0.173, 0.196, 0.188, 0.203, 0.209, 0.249, 0.345, -1.326], "spin_multiplicity": 2, "homo_lumo_gap_ev": [2.34, 8.37], "s_squared": 0.7504, "total_charge": -1, "relative_energy_kcal_mol": 55.7, "e_homo_ev": [1.011, -5.064], "e_tot_ha": -328.18408, "lumo_ev": [3.354, 3.308]}



[5]
{"formula": "C2H5F3N3O", "method": "ωB97M-V/def2-TZVPD", "symbols": ["C", "C", "N", "N", "N", "O", "F", "F", "F", "H", "H", "H", "H", "H"], "coordinates": [[0.00, -0.12, -0.07], [-4.88, -0.07, 0.19], [1.18, -0.43, 0.53], [-0.19, 1.13, -0.54], [-1.10, -0.93, -0.29], [-2.14, -0.41, -0.92], [-4.80, 1.24, 0.14], [-4.83, -0.51, 1.37], [-5.41, -0.78, -0.76], [1.97, 0.23, 0.38], [1.43, -1.36, 0.68], [0.62, 1.66, -0.61], [-0.93, 1.21, -1.25], [-1.03, -1.90, 0.06]], "nbo_charge": [0.625, 1.140, -0.756, -0.742, -0.229, -0.425, -0.248, -0.231, -0.230, 0.428, 0.420, 0.400, 0.453, 0.395], "spin_multiplicity": 1, "homo_lumo_gap_ev": [9.97, 5.15], "total_charge": 1, "relative_energy_kcal_mol": 80.9, "e_homo_ev": [-13.607, -11.422], "e_tot_ha": -617.90710, "lumo_ev": [-3.635, -6.269]}



[6]
{"formula": "C27H32N3O8Si2V", "method": "ωB97M-V/def2-TZVPD", "symbols": ["V", "O", "C", "O", "C", "C", "C", "C", "C", "N", "C", "O", "O", "H", "H", "H", "H", "H", "C", "Si", "C", "C", "N", "C", "C", "C", "C", "C", "C", "N", "Si", "C", "C", "C", "H", "H", "H", "H", "H", "H", "H", "H", "H", "H", "H", "H", "H", "H", "H", "H", "H", "H", "H", "H", "H", "H", "O", "C", "O", "C", "C", "C", "C", "O", "C", "O", "C", "C", "H", "H", "H", "H", "H"], "coordinates": [[0.50, 0.75, 0.69], [-2.43, 4.05, -0.38], [-1.76, 3.34, 0.55], [-2.28, 2.49, 1.22], [-0.33, 3.76, 0.68], [0.08, 5.03, 0.39], [1.44, 5.37, 0.60], [2.30, 4.44, 1.11], [1.81, 3.15, 1.43], [0.49, 2.82, 1.19], [2.55, 2.09, 2.04], [3.88, 2.23, 2.28], [2.00, 1.03, 2.38], [-3.32, 3.67, -0.39], [-0.63, 5.74, 0.00], [1.80, 6.37, 0.35], [3.34, 4.70, 1.28], [4.20, 3.02, 1.83], [-0.66, 3.30, -3.00], [0.34, 1.80, -2.46], [0.49, 0.74, -4.01], [2.03, 2.46, -1.95], [-0.39, 0.98, -1.11], [-1.48, 0.14, -1.23], [-2.29, 0.00, -2.36], [-3.35, -0.90, -2.39], [-3.62, -1.69, -1.28], [-2.85, -1.54, -0.13], [-1.80, -0.63, -0.07], [-1.00, -0.39, 1.06], [-1.48, -0.91, 2.65], [-0.40, -0.06, 3.92], [-3.25, -0.40, 3.01], [-1.29, -2.76, 2.89], [-0.24, 3.72, -3.92], [-0.66, 4.08, -2.24], [-1.71, 3.04, -3.20], [1.39, 1.04, -4.56], [-0.37, 0.86, -4.67], [0.60, -0.31, -3.75], [2.02, 3.55, -1.86], [2.76, 2.17, -2.70], [2.38, 2.02, -1.01], [-2.08, 0.60, -3.23], [-3.95, -0.99, -3.29], [-4.43, -2.40, -1.30], [-3.06, -2.16, 0.73], [-0.46, 1.02, 3.81], [0.65, -0.35, 3.83], [-0.75, -0.33, 4.92], [-3.38, 0.64, 2.72], [-3.45, -0.49, 4.08], [-3.99, -1.00, 2.48], [-0.30, -3.09, 2.56], [-2.03, -3.34, 2.33], [-1.39, -3.02, 3.95], [2.46, -0.60, -2.03], [2.16, -1.09, -0.96], [1.94, -0.45, 0.15], [2.04, -2.59, -0.82], [2.16, -3.39, -1.95], [2.01, -4.78, -1.88], [1.74, -5.31, -0.64], [1.57, -6.63, -0.30], [1.12, -6.60, 1.05], [1.39, -5.31, 1.58], [1.63, -4.51, 0.48], [1.77, -3.15, 0.44], [2.36, -2.90, -2.89], [2.10, -5.41, -2.76], [1.67, -7.35, 1.63], [0.04, -6.80, 1.09], [1.68, -2.52, 1.31]], "lowdin_charge": [0.980, 0.100, -0.471, 0.123, -0.216, -0.027, -0.075, -0.029, -0.215, 0.056, -0.484, 0.114, -0.021, 0.134, 0.109, 0.098, 0.105, 0.086, -0.177, 0.416, -0.180, -0.154, -0.133, -0.306, -0.058, -0.129, -0.130, -0.065, -0.289, -0.160, 0.400, -0.172, -0.164, -0.160, 0.026, -0.001, 0.022, 0.026, 0.018, 0.023, 0.024, 0.030, 0.007, 0.074, 0.086, 0.084, 0.072, 0.032, 0.021, 0.029, 0.020, 0.025, 0.018, 0.010, 0.019, 0.027, 0.052, -0.547, -0.151, -0.111, -0.014, 0.011, -0.219, 0.019, -0.152, 0.019, -0.199, 0.077, 0.115, 0.113, 0.131, 0.135, 0.125], "spin_multiplicity": 4, "homo_lumo_gap_ev": [5.99, 6.46], "s_squared": 3.7818, "total_charge": -1, "relative_energy_kcal_mol": 3.1, "e_homo_ev": [-3.421, -3.951], "e_tot_ha": -3337.56369, "lumo_ev": [2.572, 2.507]}